Entry 1:
{"formula": "C5H12N2O2", "method": "the ωB97M-V functional and the def2-TZVPD basis", "symbols": ["C", "C", "C", "C", "O", "H", "H", "H", "H", "H", "H", "H", "H", "N", "C", "N", "O", "H", "H", "H", "H"], "xyz": [[-2.130216, 0.045579, -1.186349], [-1.346250, 0.700357, -0.059959], [-0.614549, -0.327619, 0.846406], [-0.066404, 0.278949, 2.112327], [-0.725413, -1.520449, 0.670543], [-2.598456, 0.798981, -1.816278], [-2.911319, -0.592371, -0.778046], [-1.477221, -0.573648, -1.796214], [-0.592712, 1.382769, -0.460548], [-2.004545, 1.290213, 0.579676], [0.779027, 0.915028, 1.851738], [0.272711, -0.502291, 2.788482], [-0.811795, 0.896846, 2.605882], [1.479263, -1.678287, -1.269001], [1.800168, -0.654035, -0.426971], [1.793936, 0.561393, -0.844389], [2.368807, 1.464000, 0.073930], [1.063801, -1.382148, -2.140553], [0.995869, -2.448493, -0.830950], [2.273052, -0.937865, 0.513207], [2.452245, 2.283091, -0.432934]], "forces_ev_per_angstrom": [[0.048, 0.050, 0.232], [0.620, -0.637, -0.106], [-2.182, 0.862, 0.371], [0.747, -0.375, -0.183], [0.459, 0.057, -0.102], [0.005, 0.029, -0.072], [-0.034, -0.094, -0.046], [0.004, -0.037, -0.088], [-0.009, 0.037, 0.079], [0.021, -0.001, 0.113], [0.066, 0.173, 0.063], [-0.007, -0.036, 0.035], [-0.137, 0.022, -0.074], [-0.189, -0.225, -0.179], [1.347, 1.107, -0.253], [-0.247, -0.573, -0.185], [0.044, -0.181, 0.204], [-0.055, -0.024, 0.038], [-0.059, 0.061, -0.014], [-0.316, 0.101, 0.129], [-0.124, -0.317, 0.038]], "e_homo_ev": -8.79, "charge": 0, "smiles": "CCC(C)=O.N/C=N/O", "relative_energy_kcal_mol": 63.6}

***

Entry 2:
{"formula": "C38H37N4O5P2PdS4", "method": "the ωB97M-V functional and the def2-TZVPD basis", "symbols": ["Pd", "S", "P", "C", "P", "S", "C", "C", "C", "C", "C", "C", "C", "C", "C", "C", "C", "C", "C", "C", "C", "C", "C", "C", "C", "C", "C", "C", "C", "C", "H", "H", "H", "H", "H", "H", "H", "H", "H", "H", "H", "H", "H", "H", "H", "H", "H", "H", "H", "H", "O", "N", "C", "C", "C", "C", "C", "S", "H", "H", "H", "H", "C", "C", "S", "O", "O", "C", "C", "N", "C", "N", "C", "C", "N", "O", "O", "C", "H", "H", "H", "H", "H", "H", "H", "H", "H", "H", "H", "H", "H"], "xyz": [[0.403958, 1.317833, -1.055000], [0.688958, 0.726933, 1.644800], [-1.284142, 0.400733, 1.398300], [-1.492342, 1.040533, -0.205300], [-2.739742, 1.771133, -1.164200], [-1.609242, 2.290833, -2.745800], [-3.488642, 3.068933, -0.131900], [-2.635142, 4.031133, 0.399300], [-3.103342, 4.888933, 1.376200], [-4.412042, 4.779733, 1.822600], [-5.262042, 3.829733, 1.278100], [-4.805842, 2.969433, 0.295600], [-4.050842, 0.587933, -1.596400], [-4.511542, -0.283267, -0.615100], [-5.455742, -1.237567, -0.939700], [-5.952742, -1.302967, -2.233000], [-5.495042, -0.428867, -3.206400], [-4.531142, 0.515333, -2.896000], [-2.203942, 1.181133, 2.759300], [-3.441342, 0.713333, 3.184900], [-4.103042, 1.382833, 4.199000], [-3.544342, 2.508633, 4.782900], [-2.317942, 2.980733, 4.346200], [-1.649142, 2.323133, 3.331100], [-1.723542, -1.368067, 1.223100], [-1.892642, -1.829467, -0.081300], [-2.220242, -3.146867, -0.315400], [-2.379942, -4.012867, 0.755600], [-2.181342, -3.564567, 2.051700], [-1.847042, -2.242467, 2.294800], [-1.613442, 4.096233, 0.044300], [-2.444742, 5.630433, 1.801800], [-4.774942, 5.439433, 2.595300], [-6.280742, 3.744633, 1.624400], [-5.460642, 2.226933, -0.139000], [-4.126442, -0.201967, 0.393000], [-5.794842, -1.933467, -0.187100], [-6.698642, -2.042167, -2.482500], [-5.880742, -0.484867, -4.212400], [-4.151442, 1.198033, -3.644200], [-3.872042, -0.178567, 2.750200], [-5.055042, 1.015933, 4.547700], [-4.059342, 3.007333, 5.590700], [-1.879842, 3.851833, 4.808100], [-0.683742, 2.672233, 2.991900], [-1.753342, -1.138367, -0.909800], [-2.350742, -3.489467, -1.330200], [-2.650042, -5.040167, 0.575000], [-2.283042, -4.248967, 2.879900], [-1.679342, -1.887067, 3.302900], [2.594858, 1.538533, -1.215800], [3.094958, 2.311633, -0.310900], [4.270358, 1.980733, 0.256000], [4.883158, 2.822633, 1.147500], [4.271958, 4.030233, 1.491500], [3.042758, 4.335433, 0.955900], [2.443458, 3.455633, 0.054900], [0.891558, 3.760033, -0.605000], [4.665958, 1.021933, -0.048700], [5.835858, 2.546833, 1.570100], [4.753958, 4.708933, 2.173300], [2.511658, 5.239033, 1.209100], [7.430658, -2.901467, -0.050700], [7.350158, -2.431467, -1.483000], [5.629258, -2.010667, -1.894500], [5.045458, -1.229967, -0.833700], [5.564858, -1.429367, -3.209500], [4.770558, -3.630467, -2.007000], [3.458158, -3.476067, -2.761700], [2.508458, -2.654167, -2.052100], [2.090658, -1.419867, -2.401000], [1.260058, -0.920167, -1.488800], [1.169158, -1.828367, -0.500500], [1.922158, -2.932867, -0.831800], [1.964658, -4.154067, -0.134700], [2.583858, -5.084367, -0.619700], [1.341858, -4.206567, 0.905300], [2.453758, -0.726567, -3.647300], [8.466258, -3.058067, 0.241400], [6.893458, -3.836667, 0.086100], [6.993358, -2.150367, 0.602600], [7.651358, -3.188567, -2.200000], [7.927858, -1.527567, -1.654000], [4.634958, -4.023067, -1.004100], [5.434658, -4.276667, -2.573800], [3.027458, -4.468267, -2.931100], [3.666258, -2.997567, -3.719700], [0.601158, -1.681867, 0.397300], [2.122658, -1.293167, -4.518000], [3.535358, -0.597067, -3.713000], [1.975258, 0.253833, -3.638900]], "forces_ev_per_angstrom": [[-0.897, 2.170, 1.835], [0.539, 0.168, -0.916], [-0.266, 0.118, -1.280], [0.391, 0.512, -0.170], [0.599, -0.678, 1.325], [1.099, -0.123, 0.183], [0.109, -0.438, -0.542], [-0.043, 0.111, -0.081], [0.102, -0.014, -0.108], [-0.142, -0.077, -0.034], [-0.095, 0.071, 0.136], [0.086, 0.002, -0.169], [0.401, 0.459, -0.004], [-0.035, 0.214, -0.048], [-0.046, -0.025, 0.092], [0.016, -0.024, -0.035], [-0.040, -0.008, -0.102], [-0.001, 0.051, 0.118], [0.232, -0.299, -0.575], [0.004, -0.024, 0.034], [-0.162, -0.081, 0.050], [0.014, -0.054, -0.001], [0.005, -0.012, 0.057], [0.108, -0.031, 0.011], [0.007, 0.596, 0.163], [0.025, 0.162, -0.111], [0.004, -0.163, 0.101], [0.033, 0.026, -0.072], [0.003, -0.062, 0.211], [-0.020, 0.067, -0.012], [-0.064, -0.007, 0.130], [0.055, 0.104, 0.023], [-0.031, 0.080, 0.092], [-0.098, 0.053, 0.046], [-0.065, -0.012, 0.057], [-0.048, -0.095, 0.035], [-0.079, -0.045, 0.058], [-0.056, -0.072, -0.035], [-0.062, -0.027, -0.091], [-0.012, -0.046, -0.102], [-0.038, -0.052, -0.017], [-0.132, -0.052, 0.035], [-0.058, 0.050, 0.032], [0.059, 0.100, 0.015], [0.026, 0.052, -0.033], [-0.090, -0.207, 0.178], [-0.044, -0.087, -0.095], [-0.019, -0.178, 0.022], [-0.010, -0.071, 0.067], [-0.039, -0.056, 0.092], [-0.676, -0.997, -1.008], [0.162, 1.443, 0.967], [0.176, -0.195, -0.074], [-0.111, 0.454, 0.147], [0.268, -0.301, -0.174], [-0.098, -0.297, -0.287], [0.647, -0.467, 0.394], [-1.162, -1.880, -0.759], [-0.043, -0.025, -0.119], [0.025, -0.093, 0.020], [0.050, 0.095, 0.149], [-0.036, 0.060, 0.092], [0.023, -0.003, 0.194], [-0.828, 0.018, -0.059], [0.004, -0.387, -0.244], [0.006, -0.116, 0.550], [0.358, -0.131, -0.455], [0.489, 0.722, 0.129], [0.430, -0.265, -0.402], [-0.299, 0.055, 0.253], [-0.346, 0.043, 0.029], [-0.339, 0.236, 0.121], [0.401, -1.009, 0.126], [-0.581, 1.277, 0.041], [-0.254, -0.116, 0.277], [0.281, -0.337, -0.204], [-0.045, 0.006, 0.209], [0.191, 0.232, -0.200], [0.049, -0.033, -0.013], [-0.014, -0.099, 0.090], [0.019, -0.024, 0.117], [0.072, -0.039, -0.169], [-0.087, 0.183, -0.131], [0.017, -0.025, 0.024], [0.073, -0.131, -0.044], [0.123, 0.252, 0.014], [-0.137, -0.063, 0.045], [0.029, -0.070, -0.042], [-0.053, 0.044, -0.060], [-0.077, 0.060, -0.028], [0.067, -0.127, -0.080]], "e_homo_ev": [-10.08, -10.13], "charge": 1, "relative_energy_kcal_mol": 0.0}

***

E for the records above, in order: -457.647563 -4468.432007 hartree